one) ORCA calculation (wB97M-V/def2-TZVPD) on C4H12N4 in the gas phase.

Structure (XYZ):
```
20
Properties=species:S:1:pos:R:3:nbo_charge:R:1
C 0.544 1.062 1.614 -0.051
C 0.489 0.343 -1.388 -0.424
C -0.456 -2.367 -1.069 -0.670
N -0.410 -0.016 -0.313 -0.329
N -0.797 0.960 0.633 -0.503
C -0.964 -1.283 -0.160 0.436
N 1.427 2.121 1.373 -0.829
N -1.837 -1.567 0.711 -0.730
H -1.119 1.793 0.140 0.352
H -2.081 -0.745 1.279 0.353
H 2.061 1.985 0.600 0.365
H 0.969 3.011 1.316 0.365
H -0.038 1.211 2.519 0.189
H 1.069 0.106 1.673 0.204
H 0.071 0.039 -2.349 0.202
H 1.465 -0.142 -1.279 0.187
H 0.629 1.423 -1.421 0.207
H -0.728 -2.163 -2.108 0.216
H 0.628 -2.471 -1.005 0.213
H -0.923 -3.299 -0.766 0.248
```

two) ORCA calculation (wB97M-V/def2-TZVPD) on 3 unconnected molecules or ions with the total composition C4H12N4.

Structure (XYZ):
```
20
Properties=species:S:1:pos:R:3:nbo_charge:R:1
C 0.398 -0.532 -0.210 0.351
C -0.487 1.667 -0.262 -0.465
N 0.001 0.511 0.484 -0.483
N 2.402 0.567 -0.080 -0.419
N 3.107 0.044 0.969 -0.620
N 0.148 -0.789 -1.521 -0.823
C -1.884 -0.668 0.969 -0.127
C -2.805 -1.146 0.162 -0.540
H 2.217 1.537 0.170 0.311
H 0.729 -1.400 0.355 0.183
H 3.315 -0.935 0.821 0.349
H 2.718 0.202 1.898 0.350
H -0.056 -0.026 -2.145 0.397
H 0.402 -1.685 -1.903 0.400
H -1.932 -0.586 2.050 0.162
H 0.250 2.008 -0.999 0.182
H -1.419 1.451 -0.793 0.197
H -0.676 2.479 0.439 0.209
H -2.650 -1.197 -0.915 0.191
H -3.779 -1.504 0.511 0.195
```

three) ORCA calculation (wB97M-V/def2-TZVPD) on C4H12N4 in the gas phase.

Structure (XYZ):
```
20
Properties=species:S:1:pos:R:3:nbo_charge:R:1
C -0.223 0.357 -1.132 0.114
C -0.059 -0.809 -2.075 -0.649
C 0.268 0.468 0.147 0.068
C 0.220 -0.733 1.062 0.079
N 0.703 1.713 0.638 -0.838
N 1.163 -0.681 2.141 -0.827
N -1.034 -0.911 1.754 -0.851
N -0.663 1.531 -1.761 -0.851
H 0.336 -1.571 0.260 0.161
H 1.454 1.575 1.314 0.373
H 1.016 2.295 -0.139 0.378
H 1.138 0.272 2.503 0.344
H 0.807 -1.226 2.921 0.362
H -1.154 -1.894 1.981 0.349
H -1.790 -0.685 1.112 0.358
H -1.008 2.206 -1.078 0.390
H -1.135 1.393 -2.649 0.387
H -1.032 -1.257 -2.296 0.207
H 0.381 -0.471 -3.023 0.218
H 0.612 -1.574 -1.680 0.226
```

Taking the most stable structure as the zero point, the relative energies in hartree are one) 0.0250; two) 0.1961; three) 0.0000.

one) ORCA calculation (wB97M-V/def2-TZVPD) on 2 unconnected molecules or ions with the total composition C4H12N4.

Structure (XYZ):
```
20
Properties=species:S:1:pos:R:3:nbo_charge:R:1
C 1.199 1.495 1.089 -0.608
C 1.654 -0.902 0.195 -0.640
C 0.358 0.617 -1.252 -0.621
C 0.671 0.268 0.234 0.062
N -3.160 -0.445 -0.263 -0.382
N -2.973 0.724 -0.287 0.007
N -1.002 -1.319 0.578 -0.532
N -0.524 -0.182 0.898 -0.212
H 2.053 2.086 0.775 0.208
H 0.415 2.260 0.974 0.221
H 1.403 1.052 2.003 0.217
H 1.637 -1.477 1.114 0.226
H 2.584 -0.636 -0.320 0.226
H 1.349 -1.724 -0.582 0.188
H -0.088 1.576 -1.259 0.214
H 1.389 0.855 -1.685 0.213
H -0.340 -0.171 -1.685 0.210
H -4.085 -0.928 -0.573 0.338
H -0.495 -1.818 -0.252 0.304
H -2.044 -1.329 0.300 0.362
```

two) ORCA calculation (wB97M-V/def2-TZVPD) on 2 unconnected molecules or ions with the total composition C4H12N4.

Structure (XYZ):
```
20
Properties=species:S:1:pos:R:3:nbo_charge:R:1
C -2.401 0.183 -0.012 -0.606
C -1.431 1.350 -0.033 -0.605
H -1.933 -0.703 -0.440 0.195
H -3.297 0.409 -0.588 0.202
H -2.698 -0.061 1.007 0.200
H -1.841 2.228 0.464 0.202
H -1.165 1.639 -1.048 0.207
H -0.466 1.003 0.491 0.211
C 1.093 -0.809 0.620 0.403
C 1.158 0.171 -0.660 0.405
N 0.875 -2.118 0.322 -0.823
N 2.028 1.192 -0.415 -0.816
N 1.254 -0.284 1.762 -0.742
N 0.952 -0.213 -1.859 -0.743
H 1.074 -2.437 -0.614 0.404
H 0.912 -2.810 1.054 0.394
H 2.253 1.781 -1.199 0.407
H 2.199 1.376 0.562 0.424
H 1.141 -0.922 2.550 0.343
H 0.293 -0.977 -1.962 0.339
```

Taking the most stable structure as the zero point, the relative energies in hartree are one) 0.1835; two) 0.0000.

one) ORCA calculation (wB97M-V/def2-TZVPD) on 2 unconnected molecules or ions with the total composition C4H12N4.

Structure (XYZ):
```
20
Properties=species:S:1:pos:R:3:nbo_charge:R:1
C 0.883 -1.742 0.932 -0.707
C 1.038 -0.038 -1.089 0.424
C 0.604 -0.308 0.566 0.301
N 0.931 1.289 -1.389 -0.826
N 1.320 -0.864 -2.022 -0.743
N 0.849 0.680 1.322 -0.697
H 1.325 1.595 -2.266 0.394
H 1.014 1.915 -0.603 0.405
H 1.209 -1.838 -1.761 0.339
H 1.189 0.432 2.248 0.352
H 0.350 -2.408 0.254 0.213
H 1.944 -1.967 0.825 0.245
H 0.569 -1.943 1.959 0.226
C -2.003 1.270 0.496 -0.380
N -1.729 -0.028 -0.099 -0.929
H -2.033 -0.016 -1.079 0.366
H -1.230 -0.915 -0.291 0.432
H -1.121 1.908 0.616 0.192
H -2.413 1.134 1.496 0.187
H -2.696 1.844 -0.116 0.206
```

two) ORCA calculation (wB97M-V/def2-TZVPD) on C4H12N4 in the gas phase.

Structure (XYZ):
```
20
Properties=species:S:1:pos:R:3:nbo_charge:R:1
C 0.892 -1.638 0.424 0.000
C -1.831 -1.403 0.072 -0.410
C 1.093 2.412 0.343 -0.429
N -0.505 -0.822 -0.043 -0.478
C -0.302 0.523 -0.107 0.586
N -1.418 1.302 -0.293 -0.836
N 1.949 -1.677 -0.509 -0.817
N 0.882 0.991 0.164 -0.629
H -1.231 2.270 -0.508 0.387
H -2.079 0.915 -0.952 0.378
H 1.589 -1.938 -1.420 0.356
H 2.311 -0.727 -0.604 0.389
H 1.223 -1.253 1.388 0.207
H 0.486 -2.637 0.564 0.169
H -2.351 -1.059 0.976 0.191
H -1.777 -2.496 0.119 0.212
H -2.458 -1.158 -0.796 0.184
H 0.632 2.781 1.267 0.181
H 0.726 3.013 -0.500 0.155
H 2.169 2.602 0.415 0.202
```

Taking the most stable structure as the zero point, the relative energies in hartree are one) 0.0824; two) 0.0000.

one) ORCA calculation (wB97M-V/def2-TZVPD) on 2 unconnected molecules or ions with the total composition C2HN2PS.

Structure (XYZ):
```
7
Properties=species:S:1:pos:R:3:nbo_charge:R:1
C 1.733 -0.607 0.281 -0.134
C -0.693 -1.154 0.391 -0.119
N 2.466 -0.264 1.094 -0.226
N -1.452 -1.034 1.236 -0.245
P 0.583 -1.333 -0.858 0.712
S -0.818 2.408 -1.454 -0.088
H -1.819 1.984 -0.689 0.099
```

two) ORCA calculation (wB97M-V/def2-TZVPD) on C2HN2PS in the gas phase.

Structure (XYZ):
```
7
Properties=species:S:1:pos:R:3:nbo_charge:R:1
C -2.657 1.376 0.031 -0.088
C -2.551 -1.344 -0.050 -0.114
N -3.091 2.393 -0.267 -0.226
N -2.993 -2.384 -0.211 -0.229
P -1.667 0.009 0.623 0.715
S -0.059 0.016 -0.835 -0.222
H 0.362 -1.161 -0.169 0.165
```

Taking the most stable structure as the zero point, the relative energies in hartree are one) 0.0908; two) 0.0000.

one) 23
Properties=species:S:1:pos:R:3:nbo_charge:R:1 method="wB97M-V/def2-TZVPD" charge=+1
C 0.680 1.429 0.448 -0.213
C -0.498 0.723 -0.150 -0.439
C -0.853 -0.621 0.520 -0.213
C -1.565 -0.331 1.839 -0.602
C -1.735 -1.464 -0.416 -0.626
N 1.975 0.641 0.375 -0.687
H 0.636 1.776 1.484 0.221
H 0.869 2.336 -0.141 0.230
H -0.175 0.527 -1.187 0.226
H -1.306 1.425 -0.350 0.257
H 0.083 -1.173 0.693 0.167
H -1.824 -1.238 2.382 0.231
H -2.520 0.123 1.579 0.220
H -0.937 0.352 2.413 0.191
H -1.411 -2.500 -0.547 0.228
H -2.792 -1.619 -0.186 0.234
H -1.770 -0.914 -1.365 0.209
H 2.158 0.409 -0.606 0.467
H 2.711 1.276 0.656 0.437
H 1.912 -0.141 1.022 0.441
H 1.653 -0.976 -2.781 0.493
H 2.793 0.038 -3.021 0.493
O 1.916 -0.074 -2.662 -0.967

two) 23
Properties=species:S:1:pos:R:3:nbo_charge:R:1 method="wB97M-V/def2-TZVPD" charge=+1
C 0.616 0.154 -1.050 -0.217
C -0.174 -0.660 0.072 -0.225
C -1.197 -1.632 -0.581 -0.628
C 0.916 -1.350 0.943 -0.416
C 0.522 -1.777 2.270 -0.634
N -0.234 1.356 -1.527 -0.731
H 0.805 -0.451 -1.936 0.230
H 1.544 0.684 -0.513 0.242
H -0.687 0.145 0.707 0.199
H -1.780 -2.189 0.205 0.257
H -1.801 -1.008 -1.363 0.191
H -0.604 -2.475 -1.098 0.230
H 1.325 -2.067 0.254 0.213
H 1.820 -0.717 1.102 0.212
H 0.319 -1.028 3.062 0.228
H -0.371 -2.479 2.312 0.213
H 1.283 -2.474 2.731 0.241
H -0.104 1.539 -2.576 0.452
H -1.193 0.927 -1.383 0.434
H -0.342 2.208 -0.930 0.486
H -0.516 4.423 0.592 0.520
H 0.116 4.821 -0.920 0.513
O -0.263 4.050 -0.375 -1.010

three) 23
Properties=species:S:1:pos:R:3:nbo_charge:R:1 method="wB97M-V/def2-TZVPD" charge=+1
C 0.397 -0.476 2.596 -0.049
O -0.261 -1.465 3.353 -0.716
C 1.385 -1.112 1.634 -0.636
H -0.371 0.070 2.007 0.113
H 0.882 0.280 3.213 0.176
H -0.515 -1.100 4.201 0.481
H 0.959 -1.984 1.137 0.216
H 1.738 -0.398 0.896 0.188
H 2.256 -1.423 2.211 0.234
C 1.402 0.925 -1.391 -0.647
C 0.159 0.073 -1.343 -0.222
N -1.041 0.919 -1.695 -0.486
C -2.361 0.210 -1.663 -0.417
H 1.377 1.691 -0.610 0.227
H 2.290 0.317 -1.239 0.266
H 1.507 1.437 -2.349 0.227
H 0.186 -0.726 -2.088 0.225
H -0.051 -0.403 -0.390 0.239
H -0.861 1.299 -2.625 0.432
H -1.095 1.701 -1.042 0.432
H -2.321 -0.721 -2.216 0.243
H -3.132 0.896 -1.991 0.243
H -2.529 -0.010 -0.608 0.234

Taking the most stable structure as the zero point, the relative energies in hartree are one) 0.0000; two) 0.0386; three) 0.0207.